No. 1
{"formula": "C11H40N12O9", "method": "the ωB97M-V functional and the def2-TZVPD basis", "symbols": ["N", "C", "N", "O", "H", "H", "H", "H", "N", "C", "N", "O", "H", "H", "H", "H", "N", "C", "N", "O", "H", "H", "H", "H", "N", "C", "N", "O", "H", "H", "H", "H", "N", "C", "N", "O", "H", "H", "H", "H", "N", "C", "N", "O", "H", "H", "H", "H", "C", "C", "O", "H", "H", "H", "H", "H", "H", "C", "C", "O", "H", "H", "H", "H", "H", "H", "C", "O", "H", "H", "H", "H"], "positions_angstrom": [[0.451, 7.777, 0.427], [-0.529, 6.937, 0.817], [-0.411, 6.551, 2.068], [-1.463, 6.579, 0.169], [1.252, 8.018, 0.993], [0.203, 8.309, -0.396], [-1.239, 6.068, 2.388], [0.323, 6.934, 2.646], [-0.358, 0.562, 7.880], [-0.443, 1.232, 8.979], [-1.539, 1.875, 9.145], [0.484, 1.258, 9.749], [0.440, -0.058, 7.861], [-1.121, 0.482, 7.224], [-2.071, 2.204, 8.352], [-1.418, 2.538, 9.898], [4.513, 3.050, -3.224], [5.737, 2.860, -3.497], [5.848, 1.799, -4.228], [6.564, 3.618, -3.139], [3.801, 2.572, -3.756], [4.188, 3.757, -2.580], [6.686, 1.350, -4.568], [4.939, 1.415, -4.443], [-0.778, -2.192, -6.683], [0.369, -2.294, -7.102], [0.642, -3.495, -7.368], [1.161, -1.324, -7.145], [-1.303, -3.014, -6.421], [-0.966, -1.271, -6.313], [1.566, -3.754, -7.681], [-0.097, -4.148, -7.587], [5.893, -2.745, 6.412], [5.083, -3.786, 6.533], [4.401, -3.911, 7.633], [4.813, -4.512, 5.608], [6.085, -2.316, 7.306], [6.401, -2.490, 5.577], [4.370, -3.177, 8.326], [3.993, -4.825, 7.771], [0.254, -8.696, 0.642], [0.547, -8.483, -0.644], [0.506, -7.243, -1.085], [0.928, -9.403, -1.376], [0.157, -9.676, 0.866], [-0.084, -7.986, 1.275], [0.353, -6.534, -0.382], [0.787, -6.902, -1.993], [-3.959, 3.662, -7.057], [-2.678, 4.273, -6.327], [-2.399, 3.513, -5.213], [-4.641, 3.404, -6.247], [-3.727, 2.718, -7.550], [-4.432, 4.354, -7.754], [-2.841, 5.244, -5.860], [-1.794, 4.292, -6.963], [-2.219, 4.141, -4.510], [-6.572, 0.130, 0.111], [-6.197, -1.071, 1.076], [-6.216, -0.706, 2.456], [-7.604, -0.037, -0.199], [-5.855, 0.205, -0.707], [-6.650, 1.088, 0.626], [-5.280, -1.580, 0.780], [-6.906, -1.888, 0.941], [-5.904, -1.495, 2.904], [0.892, -0.362, 0.546], [0.773, -1.643, 1.094], [1.019, -0.288, -0.534], [0.076, 0.330, 0.756], [1.872, 0.024, 0.828], [1.322, -1.822, 1.861]], "forces_ev_per_angstrom": [[0.5, 0.9, -1.5], [0.7, 0.7, 0.3], [0.4, -1.1, 2.6], [-1.7, -0.3, -2.1], [-0.4, 0.1, -0.3], [0.6, 0.0, 0.1], [0.6, 0.0, 0.6], [-0.6, -0.4, 0.3], [0.6, -2.7, -3.9], [2.8, -0.5, 0.6], [-4.3, 3.4, 1.5], [1.4, 0.0, 1.9], [-0.3, 0.0, -0.5], [0.4, -0.3, 0.2], [0.0, -0.1, 0.2], [-0.5, 0.1, -0.1], [-7.7, 1.3, 1.8], [1.9, 0.7, -0.2], [0.6, -4.3, -3.0], [4.1, 2.3, 1.5], [-0.1, 0.3, 0.5], [0.4, 0.0, -0.4], [-0.2, 0.5, 0.2], [0.9, -0.8, -0.4], [-9.0, 2.4, 3.4], [7.0, 5.0, -0.9], [3.2, -7.1, -2.5], [-0.3, -0.9, -0.3], [-0.2, 0.7, 0.2], [-0.7, -0.3, 0.1], [-0.2, 0.2, -0.1], [0.3, 0.1, 0.1], [1.3, 1.9, 1.4], [-0.6, -0.3, -3.5], [-1.2, -0.1, 3.8], [0.4, -1.6, -1.8], [0.6, 0.5, -0.6], [-0.3, -0.4, 0.3], [-0.1, -0.6, 0.1], [-0.2, 0.5, 0.2], [-0.6, -0.4, 1.6], [1.7, -2.6, -2.2], [-0.6, 3.4, 0.3], [-0.6, 0.1, 0.4], [0.0, 0.3, 0.2], [0.0, -0.3, -0.2], [0.0, 0.2, -0.4], [0.1, -0.8, 0.3], [1.2, 0.6, 1.1], [-1.4, 0.2, -1.2], [0.6, -1.6, 1.7], [-0.2, 0.2, -0.1], [0.2, 0.2, -0.1], [0.1, 0.0, 0.0], [-0.5, 0.7, -1.3], [-0.1, 0.2, -0.4], [0.1, -0.5, 0.2], [-0.1, -1.1, 1.4], [-0.6, 0.3, -0.8], [0.3, 0.1, -0.5], [0.2, -0.1, -0.6], [-0.3, 0.0, -0.1], [0.5, -0.1, 0.3], [0.6, 0.6, 0.1], [-0.6, 0.1, -0.2], [0.0, 0.1, 0.4], [1.6, 0.9, 0.0], [-1.0, -1.0, -0.6], [-0.4, -1.1, -0.3], [0.0, -0.1, 0.6], [-0.2, 0.7, 0.5], [0.1, 0.6, -0.2]], "total_energy_ev": -48364.2625, "smiles": "NC(N)=O.NC(N)=O.NC(N)=O.NC(N)=O.NC(N)=O.NC(N)=O.CCO.CCO.CO", "de_lowest_kj_mol": 597.61, "max_force_ev_per_a": 9.956}


No. 2
{"formula": "C11H40N6O13", "method": "the ωB97M-V functional and the def2-TZVPD basis", "symbols": ["N", "C", "N", "O", "H", "H", "H", "H", "N", "C", "N", "O", "H", "H", "H", "H", "N", "C", "N", "O", "H", "H", "H", "H", "O", "C", "C", "O", "H", "H", "H", "H", "H", "H", "O", "C", "C", "O", "H", "H", "H", "H", "H", "H", "O", "C", "C", "O", "H", "H", "H", "H", "H", "H", "O", "C", "C", "O", "H", "H", "H", "H", "H", "H", "O", "H", "H", "O", "H", "H"], "positions_angstrom": [[1.696, 4.551, -4.001], [1.169, 4.208, -2.823], [0.277, 3.245, -2.992], [1.386, 4.649, -1.676], [2.103, 5.475, -4.033], [1.387, 3.956, -4.756], [0.044, 2.878, -2.080], [0.002, 2.885, -3.894], [-0.269, -1.517, 1.027], [-0.765, -1.342, -0.196], [-1.555, -0.417, -0.222], [-0.414, -2.074, -1.087], [0.216, -2.383, 1.215], [-0.641, -0.960, 1.784], [-1.603, 0.239, 0.544], [-2.152, -0.430, -1.036], [-6.013, 2.586, -3.872], [-4.877, 2.148, -4.299], [-4.598, 0.915, -4.023], [-4.105, 2.797, -4.880], [-6.761, 1.995, -3.539], [-6.166, 3.548, -4.140], [-3.815, 0.484, -4.493], [-5.396, 0.406, -3.670], [3.371, -3.759, 1.719], [4.455, -3.103, 0.976], [4.129, -1.929, -0.016], [3.569, -2.368, -1.260], [3.589, -4.625, 2.073], [4.997, -2.526, 1.724], [5.151, -3.871, 0.638], [5.012, -1.311, -0.175], [3.352, -1.387, 0.523], [2.615, -2.296, -1.179], [-0.192, -1.312, -5.417], [1.106, -1.730, -5.942], [1.315, -1.295, -7.370], [0.396, -1.952, -8.279], [-0.223, -1.539, -4.485], [1.878, -1.373, -5.261], [1.073, -2.819, -5.924], [2.297, -1.587, -7.741], [1.400, -0.226, -7.565], [-0.452, -1.509, -8.206], [1.483, 2.307, 5.100], [1.468, 2.670, 3.778], [0.089, 3.351, 3.412], [-0.911, 2.366, 3.022], [1.011, 1.471, 5.107], [2.224, 3.432, 3.586], [1.703, 1.859, 3.089], [0.252, 3.872, 2.468], [-0.186, 4.067, 4.186], [-1.101, 1.937, 3.860], [-1.289, -0.107, 5.986], [-1.853, -0.360, 7.300], [-2.232, 0.943, 8.025], [-3.161, 1.810, 7.356], [-0.893, -0.950, 5.756], [-2.782, -0.919, 7.182], [-1.195, -0.956, 7.933], [-1.315, 1.531, 8.021], [-2.596, 0.699, 9.023], [-2.835, 2.704, 7.485], [1.506, -5.462, -2.631], [2.168, -5.180, -2.000], [0.848, -4.766, -2.616], [0.352, -3.569, 4.769], [1.145, -3.591, 4.233], [0.112, -4.488, 4.882]], "forces_ev_per_angstrom": [[1.1, 1.1, -0.2], [0.0, 0.8, 2.3], [-1.3, -1.7, 0.9], [0.4, 0.0, -1.9], [0.1, -0.4, -0.7], [0.6, 1.0, -0.4], [-0.7, -0.6, -0.6], [-0.2, -0.2, 0.7], [1.7, -0.7, 2.8], [5.4, -5.9, 1.7], [-6.7, 7.2, -1.9], [0.2, -1.4, -2.6], [0.0, 0.4, 0.1], [0.3, -0.6, 0.1], [-0.6, 0.0, -0.5], [-0.1, 1.0, 0.2], [-4.1, 2.1, 1.3], [0.3, -1.2, 0.1], [-0.1, -4.5, 1.5], [3.9, 4.3, -3.2], [0.2, 0.4, -0.1], [-0.5, -0.2, 0.3], [-0.4, -0.1, 0.2], [0.8, -0.9, -0.1], [-0.6, 1.3, -1.2], [0.8, 0.3, 1.2], [-1.8, -2.4, 0.5], [0.5, 0.2, 0.3], [0.6, 0.1, -0.4], [0.4, -0.1, 0.4], [-0.1, 0.1, -0.6], [0.0, -0.2, 0.0], [0.2, 0.6, 0.0], [-0.2, 0.0, -0.1], [0.6, 0.4, -0.8], [-1.1, -0.2, 0.7], [0.0, -0.4, -1.1], [0.5, 0.6, 0.6], [0.1, -0.1, 0.1], [0.3, 0.1, -0.2], [0.4, -0.1, -0.1], [0.1, -0.6, 0.5], [-0.8, 0.4, 0.4], [-0.1, 0.0, 0.1], [0.2, -1.0, 1.1], [-1.3, 2.1, -1.6], [1.5, -1.2, -2.0], [0.6, 0.7, 1.3], [-0.1, -0.2, 0.7], [0.2, 0.1, 0.3], [-0.3, -0.2, -0.1], [0.0, 0.4, 0.1], [-0.4, -0.3, 0.1], [-0.6, -0.5, 0.1], [0.0, -0.1, 1.2], [-1.4, 0.9, -0.6], [1.1, 0.6, -1.0], [-0.2, -0.9, -0.1], [0.2, -0.1, -0.4], [-0.1, -0.3, -0.2], [0.2, 0.2, 0.0], [0.4, -0.2, 0.8], [0.2, 0.0, 0.1], [-0.1, 0.0, -0.1], [0.0, -0.3, -0.2], [0.2, 0.1, 0.2], [-0.2, 0.2, 0.0], [-0.2, 0.3, 0.1], [0.3, 0.1, -0.2], [-0.1, -0.2, 0.1]], "total_energy_ev": -47611.3942, "smiles": "NC(N)=O.NC(N)=O.NC(N)=O.OCCO.OCCO.OCCO.OCCO.O.O", "de_lowest_kj_mol": 200.27, "max_force_ev_per_a": 10.000}


No. 3
{"formula": "C11H41N15NbO9", "method": "the ωB97M-V functional and the def2-TZVPD basis", "symbols": ["N", "C", "Nb", "C", "C", "O", "C", "O", "H", "H", "H", "H", "H", "H", "H", "H", "H", "H", "H", "H", "H", "C", "O", "N", "N", "H", "H", "H", "H", "C", "O", "N", "N", "H", "H", "H", "H", "C", "O", "N", "N", "H", "H", "H", "H", "C", "O", "N", "N", "H", "H", "H", "H", "C", "O", "N", "N", "H", "H", "H", "H", "C", "O", "N", "N", "H", "H", "H", "H", "C", "O", "N", "N", "H", "H", "H", "H"], "positions_angstrom": [[-5.200, 3.365, -1.004], [-5.589, 1.946, -1.218], [-5.855, 0.784, 0.748], [-3.867, -0.375, 0.540], [-3.922, -1.753, 1.165], [-2.627, -2.433, 1.408], [-1.611, -1.997, 0.677], [-1.471, -2.218, -0.465], [-5.788, 3.991, -1.533], [-5.238, 3.608, -0.026], [-6.472, 1.849, -1.855], [-4.768, 1.459, -1.762], [-4.943, 2.088, 1.701], [-7.370, 1.785, 1.065], [-6.807, -0.473, -0.183], [-6.268, -0.069, 2.327], [-3.695, -0.505, -0.529], [-3.107, 0.281, 0.967], [-4.543, -2.427, 0.579], [-4.395, -1.690, 2.137], [-0.880, -1.367, 1.199], [0.579, 0.876, -0.717], [0.379, 0.678, 0.483], [1.394, 1.879, -1.159], [0.020, 0.111, -1.685], [1.569, 2.050, -2.130], [1.835, 2.472, -0.470], [-0.580, -0.646, -1.402], [0.183, 0.244, -2.662], [2.610, -1.687, 3.123], [3.306, -2.091, 4.050], [2.576, -0.377, 2.744], [1.810, -2.512, 2.397], [2.005, -0.026, 1.991], [3.150, 0.263, 3.259], [1.806, -3.485, 2.650], [1.233, -2.196, 1.640], [0.672, -2.611, -4.020], [0.590, -1.424, -3.753], [1.419, -3.101, -5.059], [0.009, -3.529, -3.272], [1.489, -4.076, -5.278], [1.917, -2.436, -5.619], [-0.530, -3.169, -2.503], [0.028, -4.521, -3.429], [2.456, 5.468, -0.008], [2.199, 4.322, 0.322], [1.985, 6.548, 0.673], [3.236, 5.768, -1.089], [2.194, 7.496, 0.419], [1.406, 6.368, 1.472], [3.606, 4.998, -1.613], [3.456, 6.707, -1.365], [2.324, -6.305, 4.178], [2.373, -5.802, 3.072], [2.667, -5.609, 5.298], [1.925, -7.600, 4.384], [2.638, -5.993, 6.223], [2.963, -4.653, 5.171], [1.667, -8.133, 3.576], [1.879, -8.030, 5.288], [5.006, 9.203, -1.270], [4.465, 8.521, -0.416], [5.568, 8.665, -2.393], [5.096, 10.561, -1.171], [6.017, 9.207, -3.105], [5.525, 7.668, -2.495], [4.694, 10.988, -0.357], [5.537, 11.142, -1.858], [-1.859, -6.055, -1.506], [-1.538, -6.179, -2.681], [-1.794, -7.094, -0.621], [-2.300, -4.877, -0.986], [-2.048, -7.015, 0.345], [-1.470, -7.975, -0.971], [-2.362, -4.089, -1.605], [-2.562, -4.754, -0.025]], "forces_ev_per_angstrom": [[0.1, -0.2, -0.2], [-0.5, 0.2, 0.5], [1.8, 0.2, -1.5], [-0.4, -0.7, 0.3], [-0.8, 0.6, 0.2], [0.0, -0.1, 0.5], [0.1, 1.0, 2.5], [0.2, -0.7, -3.4], [-0.1, 0.1, 0.1], [-0.1, 0.1, 0.0], [0.0, 0.1, 0.0], [0.0, -0.3, 0.1], [-0.1, 0.2, 0.2], [0.1, 0.0, 0.3], [-0.4, -0.3, -0.1], [-0.6, 0.0, 0.0], [0.1, 0.4, -0.2], [0.1, -0.1, 0.1], [0.1, 0.0, -0.3], [0.3, -0.2, 0.3], [0.0, -0.1, 0.4], [-0.1, -0.2, -0.5], [0.3, -0.2, 0.3], [0.2, 0.0, 0.4], [-0.2, 0.5, 0.6], [-0.1, -0.1, 0.0], [-0.2, 0.1, -0.1], [0.1, 0.0, 0.0], [0.1, -0.1, 0.0], [-0.1, 0.3, -0.1], [0.0, -0.1, 0.1], [0.2, 0.0, 0.0], [-0.1, -0.3, 0.1], [-0.2, 0.0, -0.1], [0.0, 0.0, 0.0], [0.1, -0.1, -0.1], [0.1, 0.1, 0.0], [-0.4, -0.4, 0.5], [0.3, 0.2, -0.8], [0.1, 0.1, -0.1], [0.1, -0.2, -0.1], [-0.1, 0.0, 0.1], [0.0, 0.0, 0.0], [0.1, 0.0, 0.1], [-0.2, 0.0, 0.0], [0.0, 0.2, 0.0], [0.1, -0.1, 0.0], [-0.2, 0.1, 0.2], [0.0, -0.2, -0.3], [0.2, 0.0, 0.0], [0.0, 0.0, 0.0], [-0.1, 0.0, 0.0], [0.1, 0.1, 0.3], [0.1, 0.3, 0.3], [-0.2, -0.1, -0.3], [0.1, 0.1, 0.0], [0.0, -0.1, -0.1], [0.0, 0.0, 0.0], [0.0, 0.0, -0.1], [0.0, 0.0, 0.0], [0.0, 0.0, 0.0], [0.1, 0.1, -0.1], [-0.2, 0.0, -0.1], [0.0, -0.1, 0.0], [0.0, 0.1, 0.1], [0.0, 0.0, 0.0], [0.1, 0.0, 0.0], [0.0, 0.0, 0.0], [0.0, 0.0, 0.0], [-0.2, 0.5, 0.2], [0.2, -0.1, -0.1], [0.0, -0.3, 0.0], [0.0, -0.5, -0.4], [0.0, 0.1, 0.0], [0.0, 0.0, 0.0], [0.0, 0.0, 0.2], [0.0, 0.1, 0.0]], "total_energy_ev": -54402.9741, "charge": -1, "de_lowest_kj_mol": 43.14, "max_force_ev_per_a": 3.484}